Entry 1:
ORCA calculation (the ωB97M-V functional and the def2-TZVPD basis) on an isolated molecule of C8H11N at a distorted geometry.

2S+1 = 3
LUMO level (alpha / beta) = 1.0353 / -0.8598 eV
Charge = 0
Energy above the lowest of the compared OMol25 structures with the same formula, charge and spin = 0.000 eV
Energy = -9958.2952 eV

Atoms and positions in Å:
C: -0.04433 -0.81414 0.74242
C: -0.47754 0.95345 -0.86041
C: 0.83975 1.31961 -0.41075
C: 0.54208 -0.16687 -0.39412
C: -1.11413 1.08784 0.53701
C: 0.43973 -2.13169 1.32676
C: 1.29962 -0.88317 -1.45257
C: -1.65722 2.32398 1.19011
N: -0.92619 0.02861 1.33001
H: -1.04017 1.05690 -1.85238
H: 1.53491 1.82771 -1.08528
H: 0.32493 -2.92484 0.42197
H: -0.19972 -2.28044 2.18236
H: 1.46272 -2.27068 1.55008
H: 1.13978 -1.98362 -1.46285
H: 2.30516 -0.72991 -1.30879
H: 0.98725 -0.31398 -2.49881
H: -1.20805 3.24721 0.88626
H: -1.79201 2.09075 2.20690
H: -2.76605 2.48098 0.90603

Entry 2:
ORCA calculation (the ωB97M-V functional and the def2-TZVPD basis) on a structure of composition C4H18AlN8O6 at a distorted geometry.

LUMO level = -7.3125 eV
Charge = +1
Energy above the lowest of the compared OMol25 structures with the same formula, charge and spin = 2.195 eV
Energy = -35234.5044 eV

Atoms and positions in Å:
Al: -0.21733 -0.07426 0.04538
O: 2.40562 -0.94646 0.06101
H: 2.86059 -1.80217 0.05272
O: -1.33869 2.51281 0.64443
H: -1.24275 2.69158 -0.30920
C: -1.32909 2.05956 -3.33741
O: -1.20905 1.43319 -2.28461
N: -1.19190 3.41158 -3.38067
N: -1.69203 1.61468 -4.57126
H: -0.88667 3.78366 -4.26338
H: -0.98795 3.87198 -2.51013
H: -2.24519 2.34252 -4.99166
H: -1.87162 0.64233 -4.75400
C: 2.31338 2.94997 -1.13229
O: 1.47096 2.07214 -0.92100
N: 3.22040 2.70987 -2.12629
N: 2.40754 4.13246 -0.51975
H: 3.70443 3.54201 -2.41780
H: 3.35628 1.79080 -2.50213
H: 1.69620 4.20620 0.19192
H: 3.02967 4.86102 -0.81513
C: -2.82517 -2.95665 1.46633
O: -2.18544 -2.12183 0.81593
N: -2.27544 -3.42911 2.59183
N: -4.03183 -3.44993 1.21904
H: -2.68552 -4.26559 2.96949
H: -1.37269 -3.08726 2.87524
H: -4.49151 -3.16439 0.36871
H: -4.43977 -4.24663 1.67254
C: 1.14538 -2.46626 2.92722
O: 0.26849 -1.82582 2.32258
N: 2.44208 -2.39994 2.63670
N: 0.83773 -3.18487 4.04629
H: 2.63804 -1.78745 1.85191
H: 3.13579 -3.00721 3.03567
H: 1.66031 -3.36658 4.59587
H: -0.07323 -3.04595 4.44592

Entry 3:
ORCA calculation (the ωB97M-V functional and the def2-TZVPD basis) on a structure of composition C30H50GeMnN9S3.

2S+1 = 5
LUMO level (alpha / beta) = -6.6813 / -5.5289 eV
Charge = +2
Energy = -165661.4701 eV

Atoms and positions in Å:
Mn: 0.13053 -0.30203 -0.23694
N: 0.71727 -1.73466 1.31809
C: 1.92926 -2.58786 1.21514
C: 3.17720 -1.77187 0.93031
C: 3.23062 -1.15712 -0.45910
N: 2.23053 -0.06852 -0.64866
H: 0.76656 -1.18702 2.18038
H: -0.10800 -2.32286 1.44758
H: 1.76071 -3.30234 0.40814
H: 2.05177 -3.16146 2.13693
H: 4.03963 -2.43358 1.02936
H: 3.30206 -0.99777 1.69365
H: 3.03783 -1.91623 -1.21685
H: 4.22843 -0.75398 -0.64766
H: 2.31216 0.29578 -1.59953
H: 2.48431 0.71082 -0.03171
C: 4.88964 0.19478 4.32482
C: 3.68533 0.81040 5.02548
C: 3.04770 1.96098 4.24678
C: 2.47276 1.51497 2.88935
Ge: 1.48321 2.94515 2.05044
C: 2.48926 4.14420 0.91523
C: 3.76054 4.74438 1.54168
C: 3.51370 6.00203 2.37045
C: 2.50841 5.81365 3.49917
H: 5.39747 -0.51574 4.97370
H: 5.61536 0.96021 4.04591
H: 4.60911 -0.34617 3.41940
H: 3.99249 1.18814 6.00159
H: 2.92798 0.04428 5.21697
H: 3.79939 2.73773 4.08706
H: 2.25499 2.40905 4.85151
H: 1.79591 0.66992 3.04711
H: 3.27892 1.19194 2.22574
H: 0.37628 3.50051 2.94803
H: 1.81879 4.93216 0.56370
H: 2.75426 3.54072 0.04031
H: 4.45450 4.98272 0.73439
H: 4.26646 3.99693 2.16100
H: 3.17797 6.80518 1.71078
H: 4.46742 6.32590 2.78751
H: 1.49050 5.68358 3.12563
H: 2.48834 6.67986 4.15782
H: 2.76220 4.95011 4.11990
S: -5.98041 -1.92662 -3.10986
C: -4.98712 -1.74279 -1.82993
S: -4.05877 -0.28574 -1.57942
C: -3.24267 -1.02026 -0.24877
N: -3.65148 -2.20413 0.02741
N: -4.63917 -2.59644 -0.82145
C: -5.17886 -3.90863 -0.61715
C: -6.50298 -4.16214 -0.92306
C: -7.00421 -5.43902 -0.71665
C: -6.19562 -6.44154 -0.20646
C: -4.87237 -6.16208 0.11230
C: -4.35709 -4.89457 -0.09146
S: -1.98728 -0.23192 0.68859
H: -7.14713 -3.37962 -1.30157
H: -8.03847 -5.64146 -0.95499
H: -6.59368 -7.43350 -0.05133
H: -4.23650 -6.93432 0.52062
H: -3.33107 -4.67074 0.15934
N: -2.61274 2.91615 -1.97673
C: -2.58586 3.54292 -0.81598
N: -3.48691 4.45951 -0.49951
N: -1.65372 3.28016 0.10599
C: -0.67224 2.59067 0.32507
N: 0.32518 2.02471 0.67915
H: -3.34492 3.08659 -2.64792
H: -1.89822 2.22956 -2.21423
H: -4.22781 4.72080 -1.13017
H: -3.45258 4.89348 0.41077
C: 0.82738 -3.02417 -2.51168
N: -0.53005 -3.21768 -2.92688
C: -0.65578 -3.64919 -4.30460
C: -1.43440 -2.17468 -2.50510
C: -1.02699 -0.78630 -2.96543
C: -1.28074 -0.41456 -4.28894
C: -0.80490 0.77733 -4.81364
C: -0.05101 1.63308 -4.02169
C: 0.18318 1.29910 -2.69136
C: -0.31177 0.10395 -2.16068
H: 1.36531 -3.97384 -2.51944
H: 0.83483 -2.64526 -1.47910
H: 1.39210 -2.30685 -3.13255
H: -0.08648 -4.56706 -4.44597
H: -0.28332 -2.91283 -5.03015
H: -1.69939 -3.86444 -4.52693
H: -1.49909 -2.20590 -1.40900
H: -2.42701 -2.41193 -2.89429
H: -1.86566 -1.07642 -4.91475
H: -1.00966 1.03241 -5.84339
H: 0.34339 2.55473 -4.42735
H: 0.76506 1.98464 -2.08030